Molecular formula: C26H20F5N3O3S
Method: DFT, ωB97M-V/def2-TZVPD

Element x y z (Å)
S1 2.94340 3.09318 1.59258
F1 -3.51641 -3.19376 -3.18929
F2 -1.95065 -1.66449 0.98931
F3 -1.25278 -6.17573 -0.30630
F4 -3.18206 -1.18860 -1.38692
F5 -2.63954 -5.71139 -2.61144
O1 1.91012 -1.67254 1.87172
O2 2.38489 2.70066 2.91830
O3 4.30745 3.68967 1.52122
N1 2.67804 1.93808 0.45199
N2 -0.73044 -4.14986 1.52129
N3 0.80127 -3.99105 3.12525
C1 0.65901 -1.98830 -0.05666
C2 -0.99139 -5.11976 2.48286
C3 1.43066 6.27388 -0.39359
C4 -0.96087 -0.85734 -3.88173
C5 -1.77730 -4.96049 -0.54159
C6 0.80500 -0.74887 -0.58559
C7 -0.68465 1.42328 -3.20695
C8 -2.13246 -2.67681 0.12113
C9 0.40524 -3.45701 1.92350
C10 1.05063 -2.33275 1.27577
C11 -2.81327 -2.43978 -1.06402
C12 1.82584 4.33038 0.92507
C13 1.92049 -3.53853 3.95444
C14 -0.84672 7.26196 -0.60606
C15 0.07903 6.22162 -0.08683
C16 0.18919 -0.34576 -1.81780
C17 -0.29694 -1.27356 -2.75341
C18 -2.48346 -4.72723 -1.71217
C19 -0.38208 5.19919 0.73011
C20 -0.01620 1.01621 -2.07844
C21 2.30058 5.33065 0.11205
C22 -2.98107 -3.46172 -1.98678
C23 -0.05927 -5.01905 3.46192
C24 -1.57559 -3.93179 0.37686
C25 -1.15657 0.49170 -4.11247
C26 0.49065 4.25811 1.23309
H1 3.35402 5.36900 -0.11378
H2 -0.85541 7.27779 -1.69634
H3 1.55712 -3.17354 4.91412
H4 3.12237 1.07977 0.54998
H5 -0.85896 2.47211 -3.37842
H6 2.61898 -4.35668 4.12081
H7 -1.43050 5.13397 0.96264
H8 -1.68269 0.81249 -4.99710
H9 -1.86806 7.09258 -0.26439
H10 -0.14991 -2.32750 -2.59440
H11 0.02090 -5.62864 4.34759
H12 0.10253 -2.72249 -0.60576
H13 0.33496 1.73574 -1.36220
H14 -0.53824 8.24671 -0.25611
H15 -1.80968 -5.82088 2.43941
H16 1.29121 0.00242 0.01192
H17 -1.34763 -1.58597 -4.57761
H18 2.44651 -2.72690 3.45331
H19 0.14443 3.46608 1.87755
H20 1.79627 7.05155 -1.04164

The calculation puts the molar mass at 549.5 u. The HOMO energy comes out at -5.95 eV. The energy above the lowest of the compared OMol25 structures with the same formula, charge and spin is 0.000 eV. The value obtained for the HOMO-LUMO gap is 3.45 eV. Its total charge is 0. The LUMO energy comes out at -0.0917 Eh.